Density functional theory data (ωB97M-V/def2-TZVPD) for a structure of composition C7H12 at a distorted geometry.

Geometry as XYZ:
```
19
Properties=species:S:1:pos:R:3:nbo_charge:R:1
C 0.509 1.543 1.823 -0.663
C -0.190 1.436 0.507 -0.072
C 0.090 0.514 -1.257 -0.184
C 0.690 -0.664 -1.583 -0.157
C 0.598 -1.699 -0.500 -0.453
C -0.468 -1.115 0.454 -0.407
C -0.807 0.292 -0.092 -0.327
H 1.307 2.291 1.784 0.224
H -0.207 1.881 2.590 0.223
H 0.931 0.594 2.158 0.214
H -0.374 2.388 0.011 0.194
H -0.074 1.324 -1.956 0.227
H -1.811 -0.853 -1.865 -0.118
H 1.327 -0.797 -2.455 0.211
H 0.278 -2.658 -0.918 0.220
H 1.575 -1.872 -0.025 0.209
H -0.132 -1.110 1.495 0.211
H -1.375 -1.719 0.397 0.225
H -1.867 0.224 -0.567 0.222
```

Values from the calculation:
orbital gap (alpha / beta): 0.344 / 0.232 Eh

---

Density functional theory data (ωB97M-V/def2-TZVPD) for the ion C4H11N2O with charge +2 at a distorted geometry.

Geometry as XYZ:
```
18
Properties=species:S:1:pos:R:3:mulliken_spin:R:1
N -0.055 -0.344 1.481 0.048
C -0.274 0.622 0.389 0.009
C 1.040 0.858 -0.327 0.010
C 2.175 0.061 0.221 0.004
O 1.966 -1.356 -0.011 -0.002
C -1.240 0.113 -0.724 0.043
N -2.622 -0.292 -0.499 0.851
H 1.610 -1.491 -0.869 0.000
H -0.811 -0.859 1.802 0.004
H 0.725 -0.962 1.288 -0.001
H -0.803 1.404 0.902 -0.003
H 3.091 0.475 -0.196 -0.001
H 1.232 1.804 -0.653 0.000
H 2.257 0.169 1.319 -0.001
H -1.355 0.831 -1.543 0.061
H -0.577 -0.691 -1.090 0.013
H -3.100 -0.809 -1.302 -0.017
H -3.261 0.467 -0.188 -0.017
```

Values from the calculation:
⟨S²⟩: 0.7548
orbital gap (alpha / beta): 0.238 / 0.203 Eh
total charge: +2
multiplicity: 2

---

Density functional theory data (ωB97M-V/def2-TZVPD) for a cluster of 10 separate species, C20H58N2O10 in total at a distorted geometry.

Geometry as XYZ:
```
90
Properties=species:S:1:pos:R:3:mulliken_charge:R:1
C -4.044 -1.114 -5.991 -1.796
C -4.670 -2.468 -6.348 1.546
C -4.070 -3.121 -7.608 -1.690
C -4.247 -3.362 -5.165 -1.201
C -5.148 -4.691 -4.973 -0.889
C -6.640 -4.379 -5.032 -1.071
C -7.133 -3.494 -6.212 1.302
C -7.388 -4.455 -7.352 -1.778
C -8.537 -2.930 -5.736 -1.764
N -6.188 -2.411 -6.525 0.373
O -6.541 -1.599 -7.642 -0.481
H -4.262 -0.393 -6.779 0.446
H -4.493 -0.570 -5.160 0.355
H -2.978 -1.298 -5.864 0.391
H -4.359 -2.463 -8.427 0.354
H -2.983 -3.189 -7.658 0.426
H -4.442 -4.134 -7.757 0.337
H -3.277 -3.813 -5.373 0.378
H -4.097 -2.901 -4.189 0.463
H -4.948 -5.445 -5.735 0.356
H -4.848 -5.098 -4.008 0.372
H -6.917 -3.949 -4.069 0.436
H -7.153 -5.341 -5.038 0.406
H -7.474 -3.830 -8.240 0.382
H -8.284 -5.026 -7.107 0.458
H -6.511 -5.088 -7.485 0.367
H -8.307 -2.215 -4.946 0.437
H -9.278 -3.621 -5.333 0.356
H -9.020 -2.265 -6.451 0.373
H -6.551 -0.729 -7.237 0.355
C 10.277 0.301 3.864 -1.667
C 8.996 1.075 3.460 1.434
C 9.174 1.823 2.171 -1.987
C 7.877 0.013 3.202 -1.065
C 7.247 -0.536 4.482 -0.695
C 6.696 0.562 5.436 -1.141
C 7.789 1.617 5.713 1.447
C 7.012 2.783 6.397 -2.025
C 8.851 1.190 6.725 -1.699
N 8.389 2.029 4.443 0.576
O 9.092 3.275 4.603 -0.495
H 10.085 -0.520 4.555 0.292
H 10.924 0.089 3.013 0.409
H 10.944 0.922 4.463 0.386
H 8.269 2.209 1.701 0.328
H 9.864 2.663 2.251 0.418
H 9.621 1.188 1.407 0.453
H 7.124 0.416 2.525 0.400
H 8.338 -0.776 2.609 0.367
H 6.393 -1.160 4.214 0.404
H 7.910 -1.242 4.981 0.345
H 6.329 0.302 6.429 0.460
H 5.837 1.002 4.930 0.361
H 7.711 3.547 6.737 0.464
H 6.397 2.590 7.276 0.399
H 6.371 3.330 5.705 0.399
H 9.317 0.218 6.558 0.271
H 8.555 1.209 7.774 0.443
H 9.617 1.956 6.845 0.390
H 8.395 3.877 4.331 0.334
C -1.154 1.198 1.063 -0.512
O -0.553 1.978 2.052 -0.494
H -2.144 0.818 1.316 0.212
H -1.203 1.819 0.169 0.234
H -0.545 0.299 0.973 0.239
H 0.195 2.331 1.565 0.322
C -6.201 -3.278 4.360 -0.515
O -6.347 -3.957 3.159 -0.474
H -6.541 -2.250 4.234 0.285
H -6.941 -3.769 4.992 0.197
H -5.202 -3.404 4.776 0.182
H -6.555 -3.219 2.581 0.325
O -5.893 4.444 2.371 -0.633
H -5.509 4.026 3.142 0.312
H -6.359 5.205 2.717 0.322
O -6.649 -0.317 -1.265 -0.632
H -6.619 -0.390 -2.219 0.303
H -6.686 0.624 -1.098 0.328
O 2.902 2.287 -3.272 -0.639
H 3.337 1.449 -3.425 0.319
H 3.186 2.549 -2.396 0.320
O -1.994 5.629 5.624 -0.635
H -2.510 4.903 5.975 0.311
H -1.701 5.321 4.766 0.324
O -3.474 7.262 -0.533 -0.640
H -3.907 8.107 -0.408 0.317
H -4.070 6.627 -0.137 0.321
O 4.566 4.188 1.657 -0.636
H 5.331 3.828 2.106 0.310
H 4.628 5.133 1.798 0.322
```

Values from the calculation:
SMILES: CC1(C)CCCC(C)(C)N1O.CC1(C)CCCC(C)(C)N1O.CO.CO.O.O.O.O.O.O
orbital gap: 0.305 Eh

---

Density functional theory data (ωB97M-V/def2-TZVPD) for a structure of composition C44H45LiN3OP2Si.

Geometry as XYZ:
```
97
Properties=species:S:1:pos:R:3:mulliken_charge:R:1
Li 0.199 -0.991 0.074 1.421
C -0.608 3.069 -0.925 -1.676
C 0.635 3.183 -0.031 -1.704
P 1.691 1.663 -0.153 2.266
C 3.108 2.197 0.884 0.500
C 2.880 2.286 2.262 -0.366
C 3.901 2.640 3.131 -0.646
C 5.178 2.891 2.642 -0.611
C 5.421 2.785 1.281 -0.667
C 4.394 2.443 0.407 -0.713
C 2.376 1.810 -1.849 0.494
C 2.460 2.994 -2.581 -0.471
C 3.001 3.001 -3.860 -0.685
C 3.476 1.821 -4.420 -0.574
C 3.400 0.637 -3.699 -0.627
C 2.848 0.627 -2.424 -0.688
P -1.468 1.433 -0.754 1.505
C -2.261 1.548 0.891 1.032
C -2.417 2.716 1.637 -0.857
C -3.060 2.680 2.868 -0.732
C -3.572 1.481 3.357 -0.715
C -3.429 0.315 2.617 -0.353
C -2.768 0.349 1.396 -0.675
C -2.895 1.755 -1.870 0.476
C -2.622 1.956 -3.226 -0.523
C -3.648 2.114 -4.146 -0.781
C -4.972 2.061 -3.729 -0.508
C -5.256 1.855 -2.388 -0.715
C -4.228 1.705 -1.464 -0.292
H -0.305 3.118 -1.972 0.597
H -1.301 3.899 -0.761 0.668
H 0.338 3.233 1.019 0.664
H 1.193 4.097 -0.244 0.765
H 1.898 2.046 2.661 0.004
H 3.703 2.700 4.195 0.416
H 5.980 3.155 3.321 0.361
H 6.416 2.966 0.892 0.400
H 4.603 2.361 -0.653 0.352
H 2.104 3.926 -2.154 0.305
H 3.054 3.928 -4.419 0.417
H 3.896 1.825 -5.419 0.350
H 3.759 -0.290 -4.134 0.439
H 2.761 -0.301 -1.862 0.178
H -2.035 3.661 1.266 0.283
H -3.167 3.592 3.447 0.375
H -4.073 1.459 4.318 0.359
H -3.802 -0.633 2.988 0.437
H -2.626 -0.564 0.823 0.170
H -1.594 1.966 -3.575 0.170
H -3.412 2.262 -5.194 0.381
H -5.775 2.169 -4.448 0.363
H -6.286 1.801 -2.053 0.388
H -4.470 1.536 -0.424 0.350
O 1.885 -1.551 -0.138 -0.357
C 2.780 -2.067 0.607 -0.111
C 3.807 -2.909 0.087 -1.064
C 4.843 -3.366 0.866 -0.403
C 4.931 -3.023 2.220 -1.008
C 3.930 -2.241 2.765 -0.749
C 2.844 -1.781 2.013 0.348
C 1.767 -1.018 2.663 0.558
N 0.733 -0.388 2.118 0.945
C 0.024 0.184 3.155 -0.060
C 0.614 -0.103 4.343 -1.433
N 1.714 -0.870 4.022 0.089
H 3.741 -3.163 -0.966 0.437
H 5.608 -3.994 0.421 0.405
H 5.761 -3.358 2.828 0.374
H 4.017 -1.966 3.812 0.265
H -0.877 0.752 2.980 -0.086
H 0.357 0.143 5.360 0.514
H 2.340 -1.304 4.670 0.143
C -3.159 -2.015 -2.865 -0.884
Si -1.520 -2.482 -2.037 0.311
C -0.201 -1.472 -2.934 -0.429
C -1.196 -4.287 -2.482 -1.260
N -1.398 -2.190 -0.360 -0.045
C -2.089 -2.909 0.573 -0.256
C -1.697 -2.890 1.942 -0.101
C -2.404 -3.554 2.928 -0.429
C -3.548 -4.293 2.630 -0.700
C -3.955 -4.342 1.300 -0.783
C -3.258 -3.675 0.305 -0.191
H -3.039 -2.007 -3.956 0.325
H -3.477 -1.013 -2.560 0.027
H -3.971 -2.710 -2.626 0.410
H 0.148 -2.020 -3.818 0.558
H 0.677 -1.292 -2.304 -0.307
H -0.585 -0.506 -3.275 0.145
H -1.244 -4.442 -3.567 0.340
H -1.913 -4.965 -2.005 0.335
H -0.193 -4.569 -2.139 0.270
H -0.807 -2.333 2.207 0.384
H -2.048 -3.498 3.953 0.392
H -4.098 -4.814 3.404 0.344
H -4.841 -4.908 1.029 0.383
H -3.629 -3.727 -0.715 0.048
```

Values from the calculation:
orbital gap: 0.226 Eh
total charge: -1

---

Taking the records one at a time from the top gives E_tot values of -273.69159; -342.83667; -1658.50123; -2923.14848 Eh.